Below is C27H59B2BrIN5O8PS as an isolated structure in a non-equilibrium geometry, with properties calculated with the ωB97M-V functional and the def2-TZVPD basis.

As for the energy: -5600.5542 Eh. The LUMO energy is -0.1136 Ha. Its total charge is +1. For the largest force on an atom, the calculation gives 0.0528 hartree/bohr. The value obtained for the frontier orbital gap is 0.275 hartree. The HOMO energy comes out at -10.580 eV. The value obtained for the molar mass is 873.27 g/mol.

XYZ file:
```
105
Properties=species:S:1:pos:R:3:lowdin_charge:R:1
C 3.093 3.071 4.319 0.134
C 1.979 3.357 3.935 -0.129
C 0.550 3.365 3.607 -0.223
C 0.306 3.382 2.098 -0.190
C 0.941 2.138 1.371 -0.182
N -0.052 1.429 0.517 -0.023
C 0.064 1.500 -0.849 -0.269
N 0.240 2.564 -1.586 0.066
C 0.287 3.902 -0.991 -0.169
N -1.093 4.218 -0.532 0.070
C 0.403 2.515 -3.050 -0.074
C -0.264 3.630 -3.867 -0.354
O -1.648 3.778 -3.704 -0.033
C 0.066 3.288 -5.383 -0.201
N -1.060 3.567 -6.286 0.022
N -0.100 0.302 -1.547 -0.036
C 1.059 -0.400 -1.991 -0.206
O 1.186 -0.486 -3.396 -0.138
C 2.047 -1.540 -3.799 -0.210
C 3.516 -1.068 -3.913 -0.195
C 4.372 -1.528 -2.683 -0.087
C -1.371 -0.387 -1.286 -0.347
P -2.699 0.989 -1.399 0.713
O -4.007 0.486 -1.862 -0.405
B -1.949 -1.350 -2.432 -0.492
O -2.605 -2.545 -2.232 0.156
C -1.834 -0.840 -3.945 -0.130
C -3.233 -1.103 -4.602 -0.090
C -1.324 -0.859 0.196 -0.575
I -3.299 -0.748 1.160 1.163
B -0.888 -2.400 0.466 -0.923
O -0.239 -3.214 -0.465 0.115
O -1.273 -2.927 1.664 -0.033
C -0.823 -4.251 1.986 -0.204
C 0.649 -4.335 2.368 -0.074
C -0.309 0.083 1.048 -0.926
S -0.963 0.189 2.763 0.699
Br 1.361 -0.986 1.263 0.962
H 4.015 2.713 4.697 0.028
H 0.172 4.321 3.991 0.104
H 0.003 2.593 4.143 0.094
H 0.737 4.312 1.720 0.104
H -0.754 3.392 1.849 0.096
H 1.380 1.580 2.193 0.070
H 1.775 2.450 0.742 0.125
H 0.546 4.669 -1.718 0.124
H 1.028 4.037 -0.213 0.102
H -0.976 4.982 0.133 0.083
H -1.536 4.677 -1.327 0.077
H 0.130 1.569 -3.508 0.100
H 1.481 2.617 -3.235 0.157
H 0.165 4.619 -3.712 0.135
H -2.114 2.996 -4.017 0.082
H 0.447 2.263 -5.470 0.112
H 0.908 3.924 -5.668 0.117
H -1.329 2.675 -6.692 0.074
H -0.666 4.057 -7.082 0.076
H 1.968 0.094 -1.605 0.140
H 1.090 -1.418 -1.578 0.111
H 1.944 -2.455 -3.205 0.123
H 1.735 -1.801 -4.815 0.122
H 3.559 0.009 -4.063 0.107
H 3.928 -1.598 -4.773 0.103
H 5.369 -1.762 -3.049 0.069
H 3.890 -2.419 -2.284 0.066
H 4.420 -0.744 -1.928 0.062
H -2.174 1.794 -2.435 0.025
H -2.686 1.796 -0.247 0.009
H -2.066 -3.291 -2.509 0.122
H -1.638 0.233 -4.001 0.068
H -1.101 -1.450 -4.478 0.104
H -3.238 -2.071 -5.104 0.076
H -3.507 -0.329 -5.319 0.073
H -4.032 -1.148 -3.862 0.061
H -0.920 -3.771 -0.863 0.110
H -1.105 -5.014 1.259 0.126
H -1.362 -4.527 2.897 0.127
H 0.928 -5.330 2.727 0.062
H 1.269 -4.144 1.486 0.065
H 0.912 -3.546 3.074 0.073
H -1.612 1.375 2.789 -0.087
C -2.142 5.969 7.930 -0.060
C -2.435 5.767 6.452 -0.492
C -3.600 4.813 6.244 -0.064
O -1.270 5.259 5.794 -0.073
H -1.867 5.021 8.401 0.083
H -1.300 6.649 8.064 0.081
H -3.007 6.378 8.453 0.083
H -2.661 6.728 5.990 0.139
H -3.371 3.828 6.662 0.081
H -3.794 4.672 5.179 0.075
H -4.508 5.187 6.717 0.083
H -1.056 4.409 6.194 0.081
C 1.411 -9.521 1.364 -0.062
C 2.216 -8.257 1.108 -0.492
C 3.709 -8.541 1.123 -0.062
O 1.901 -7.275 2.099 -0.074
H 1.649 -9.937 2.347 0.083
H 0.342 -9.303 1.359 0.079
H 1.615 -10.281 0.608 0.082
H 1.933 -7.831 0.144 0.136
H 4.019 -8.926 2.098 0.083
H 4.275 -7.625 0.945 0.078
H 3.981 -9.271 0.360 0.082
H 2.146 -7.636 2.958 0.092
```